# 1
# C21H22ClN5

A single C21H22ClN5 molecule at a distorted geometry (ωB97M-V/def2-TZVPD, OMol25).

**Relative energy (zero: lowest compared OMol25 entry of this formula, charge and spin)**: 0.0 kcal per mole
**Spin multiplicity**: 1
**SMILES**: Cc1cc(C)n(-c2cc(C(C)(C)C)nc3c(-c4ccc(Cl)cc4)cnn23)n1
**Orbital gap**: 8.03 eV

Last column: Löwdin charge in e.
Element x y z (Å)
1 C 4.946 -2.961 -2.592  -0.030
2 C 3.962 -2.591 -1.513  -0.338
3 C 4.053 -3.045 -0.139  0.025
4 C 2.960 -2.502 0.480  -0.244
5 C 2.474 -2.656 1.896  -0.019
6 N 2.332 -1.708 -0.473  -0.043
7 C 1.185 -0.927 -0.326  -0.103
8 C 0.204 -0.994 -1.322  0.086
9 C -1.023 -0.228 -1.143  -0.228
10 C -2.103 -0.303 -2.208  -0.549
11 C -3.363 0.443 -1.772  -0.066
12 C -1.499 0.267 -3.498  -0.051
13 C -2.510 -1.780 -2.524  -0.045
14 N -1.262 0.522 -0.099  0.195
15 C -0.191 0.683 0.829  -0.174
16 C -0.075 1.527 1.881  -0.087
17 C -1.058 2.508 2.482  -0.143
18 C -2.357 2.694 1.955  -0.027
19 C -3.275 3.597 2.496  -0.089
20 C -2.883 4.402 3.591  -0.662
21 Cl -3.885 5.728 4.151  0.635
22 C -1.652 4.156 4.142  -0.132
23 C -0.754 3.248 3.627  -0.044
24 C 1.321 1.394 2.286  -0.068
25 N 1.989 0.542 1.543  0.098
26 N 1.025 0.025 0.701  0.011
27 N 2.950 -1.801 -1.699  0.139
28 H 5.804 -2.333 -2.530  0.067
29 H 4.474 -2.837 -3.564  0.075
30 H 5.229 -4.007 -2.513  0.075
31 H 4.798 -3.701 0.255  0.103
32 H 3.068 -3.460 2.381  0.092
33 H 1.421 -2.948 1.870  0.084
34 H 2.594 -1.703 2.408  0.059
35 H 0.320 -1.605 -2.192  0.102
36 H -4.068 0.459 -2.573  0.070
37 H -3.857 -0.036 -0.901  0.098
38 H -3.115 1.461 -1.486  0.072
39 H -0.650 -0.330 -3.837  0.073
40 H -2.255 0.284 -4.315  0.098
41 H -1.083 1.297 -3.333  0.106
42 H -2.681 -2.349 -1.580  0.100
43 H -1.728 -2.268 -3.106  0.071
44 H -3.424 -1.835 -3.104  0.078
45 H -2.689 2.150 1.059  0.096
46 H -4.276 3.684 2.044  0.111
47 H -1.384 4.755 5.024  0.112
48 H 0.155 3.129 4.191  0.104
49 H 1.835 1.950 3.049  0.108

=====

# 2
# C7H6O4

A single C7H6O4 molecule at a distorted geometry (ωB97M-V/def2-TZVPD, OMol25).

**Relative energy (zero: lowest compared OMol25 entry of this formula, charge and spin)**: 37.8 kcal per mole
**Spin multiplicity**: 1
**SMILES**: O=C(O)c1cc(O)cc(O)c1
**Orbital gap**: 9.45 eV

Last column: Löwdin charge in e.
Element x y z (Å)
1 O -0.541 2.491 -2.215  0.105
2 C -0.995 1.665 -1.446  -0.401
3 O -2.296 1.785 -1.003  0.081
4 C -0.231 0.484 -0.730  -0.102
5 C 1.157 0.632 -0.548  0.032
6 C 1.797 -0.138 0.358  -0.280
7 O 2.968 -0.022 1.017  0.117
8 C 0.941 -1.055 1.026  0.055
9 C -0.390 -1.249 0.810  -0.315
10 O -1.038 -2.263 1.557  0.009
11 C -0.971 -0.568 -0.191  -0.014
12 H -2.532 1.230 -0.244  0.099
13 H 1.406 1.351 -1.274  0.111
14 H 3.430 0.569 0.507  0.068
15 H 1.237 -1.816 1.799  0.156
16 H -1.996 -2.361 1.187  0.152
17 H -1.947 -0.733 -0.612  0.126

=====

# 3
# C2H2N2O2

A single C2H2N2O2 molecule at a distorted geometry (ωB97M-V/def2-TZVPD, OMol25).

**Relative energy (zero: lowest compared OMol25 entry of this formula, charge and spin)**: 69.8 kcal per mole
**Spin multiplicity**: 1
**SMILES**: Oc1ncno1
**Orbital gap**: 10.61 eV

Last column: Löwdin charge in e.
Element x y z (Å)
1 O 1.965 -0.140 0.055  0.058
2 C 0.618 -0.050 -0.143  -0.496
3 N 0.022 1.140 -0.088  0.129
4 C -1.311 0.653 0.037  -0.173
5 N -1.459 -0.671 0.027  0.059
6 O -0.210 -1.023 0.001  0.032
7 H 2.292 0.874 0.353  0.231
8 H -2.116 1.530 0.266  0.161

=====

# 4
# C56H122N6O6

8 unconnected molecules or ions with the total composition C56H122N6O6 at a distorted geometry (ωB97M-V/def2-TZVPD, OMol25).

**Relative energy (zero: lowest compared OMol25 entry of this formula, charge and spin)**: 57.7 kcal per mole
**Spin multiplicity**: 1
**Total charge**: +4
**Orbital gap**: 4.85 eV

Last column: Löwdin charge in e.
Element x y z (Å)
1 C -1.896 0.939 3.521  -0.073
2 C -1.432 1.502 4.844  -0.221
3 C -1.342 3.064 4.895  -0.078
4 N -1.335 3.706 6.372  -0.199
5 C -2.589 3.545 7.305  -0.090
6 C -3.799 4.291 6.793  -0.144
7 C -3.391 5.787 6.599  -0.154
8 C -2.181 5.958 5.682  -0.184
9 C -0.974 5.261 6.203  -0.086
10 C -0.114 3.047 7.136  0.045
11 H -2.966 1.098 3.388  0.091
12 H -1.623 -0.115 3.486  0.066
13 H -1.348 1.528 2.785  0.040
14 H -0.399 1.255 5.086  0.105
15 H -2.040 1.068 5.638  0.110
16 H -2.210 3.534 4.431  0.098
17 H -0.443 3.437 4.405  0.121
18 H -2.766 2.471 7.342  0.124
19 H -2.239 3.915 8.269  0.139
20 H -4.215 3.875 5.875  0.116
21 H -4.563 4.208 7.565  0.132
22 H -4.222 6.251 6.067  0.121
23 H -3.284 6.275 7.568  0.129
24 H -2.500 5.400 4.801  0.084
25 H -1.869 6.948 5.352  0.131
26 H 0.022 5.280 5.760  0.130
27 H -0.769 5.554 7.233  0.133
28 H -0.086 3.604 8.072  0.103
29 H 0.753 3.257 6.510  0.111
30 H -0.286 1.990 7.341  0.103
31 C 4.172 -8.165 -3.336  -0.071
32 C 3.218 -7.507 -2.295  -0.227
33 C 2.074 -7.017 -3.080  -0.132
34 N 1.234 -5.897 -2.262  -0.209
35 C 2.130 -4.574 -2.161  -0.044
36 C 1.341 -3.317 -1.731  -0.126
37 C -0.002 -3.218 -2.489  -0.176
38 C -0.815 -4.481 -2.679  -0.158
39 C 0.049 -5.623 -3.197  -0.101
40 C 0.752 -6.495 -0.951  0.032
41 H 4.972 -8.772 -2.910  0.092
42 H 4.522 -7.397 -4.025  0.082
43 H 3.723 -8.824 -4.079  0.083
44 H 3.930 -6.832 -1.820  0.119
45 H 2.702 -8.168 -1.599  0.116
46 H 1.373 -7.818 -3.318  0.140
47 H 2.248 -6.516 -4.032  0.126
48 H 2.643 -4.430 -3.112  0.126
49 H 2.837 -4.818 -1.367  0.122
50 H 1.966 -2.448 -1.940  0.092
51 H 1.207 -3.374 -0.651  0.095
52 H 0.206 -2.754 -3.453  0.098
53 H -0.714 -2.517 -2.053  0.094
54 H -1.616 -4.201 -3.362  0.090
55 H -1.288 -4.786 -1.746  0.093
56 H 0.532 -5.288 -4.115  0.131
57 H -0.406 -6.585 -3.431  0.140
58 H 0.269 -7.450 -1.160  0.124
59 H 0.057 -5.753 -0.558  0.072
60 H 1.563 -6.546 -0.225  0.105
61 C 3.145 4.661 -0.304  -0.054
62 C 1.905 4.647 0.617  -0.210
63 C 0.656 5.079 -0.113  -0.112
64 N -0.697 5.110 0.717  -0.171
65 C -0.527 5.866 2.101  -0.117
66 C -0.520 7.354 1.915  -0.133
67 C -1.683 7.864 0.927  -0.168
68 C -1.769 7.235 -0.442  -0.154
69 C -1.796 5.692 -0.199  -0.091
70 C -0.915 3.610 1.135  0.007
71 H 4.012 4.453 0.323  0.094
72 H 3.353 5.590 -0.834  0.086
73 H 3.164 3.839 -1.020  0.051
74 H 1.960 5.377 1.425  0.105
75 H 1.819 3.659 1.071  0.107
76 H 0.562 4.405 -0.965  0.128
77 H 0.712 6.063 -0.577  0.129
78 H 0.292 5.483 2.710  0.125
79 H -1.462 5.741 2.646  0.109
80 H 0.476 7.683 1.619  0.118
81 H -0.612 7.828 2.892  0.116
82 H -1.711 8.953 0.896  0.122
83 H -2.686 7.771 1.342  0.112
84 H -1.014 7.608 -1.133  0.120
85 H -2.750 7.590 -0.759  0.128
86 H -1.701 5.212 -1.173  0.120
87 H -2.732 5.454 0.307  0.129
88 H -0.107 3.267 1.782  0.084
89 H -0.937 3.027 0.215  0.080
90 H -1.854 3.490 1.674  0.092
91 C 0.069 -1.199 -6.140  -0.072
92 C 1.456 -0.452 -6.011  -0.181
93 C 2.401 -0.985 -4.901  -0.112
94 N 3.857 -0.444 -4.851  -0.230
95 C 4.519 -1.077 -3.551  -0.046
96 C 4.130 -0.392 -2.231  -0.164
97 C 4.000 1.121 -2.310  -0.170
98 C 3.150 1.664 -3.502  -0.123
99 C 3.795 1.104 -4.834  -0.084
100 C 4.692 -0.813 -6.102  0.044
101 H -0.628 -0.927 -5.347  0.045
102 H 0.138 -2.287 -6.112  0.068
103 H -0.452 -0.936 -7.061  0.082
104 H 1.316 0.623 -5.894  0.102
105 H 1.909 -0.539 -6.999  0.112
106 H 2.547 -2.039 -5.138  0.119
107 H 2.127 -0.778 -3.867  0.111
108 H 4.230 -2.128 -3.563  0.116
109 H 5.593 -0.927 -3.660  0.134
110 H 3.145 -0.706 -1.885  0.077
111 H 4.688 -0.634 -1.327  0.134
112 H 3.562 1.580 -1.423  0.105
113 H 5.013 1.518 -2.370  0.124
114 H 2.088 1.427 -3.434  0.095
115 H 3.122 2.753 -3.462  0.111
116 H 3.259 1.375 -5.744  0.110
117 H 4.803 1.463 -5.038  0.138
118 H 5.776 -0.727 -6.023  0.119
119 H 4.353 -0.121 -6.874  0.098
120 H 4.213 -1.747 -6.398  0.102
121 C -1.978 -3.113 0.833  -0.075
122 C -1.471 -3.257 2.292  -0.184
123 C -0.081 -3.831 2.244  -0.130
124 N 0.476 -4.220 3.629  -0.223
125 C 0.573 -3.063 4.639  -0.094
126 C 1.475 -1.885 4.176  -0.166
127 C 2.844 -2.369 4.071  -0.189
128 C 2.981 -3.593 3.106  -0.124
129 C 1.994 -4.717 3.461  -0.075
130 C -0.318 -5.358 4.350  0.054
131 H -1.298 -2.511 0.230  0.056
132 H -2.906 -2.561 0.685  0.068
133 H -2.018 -4.014 0.220  0.064
134 H -2.138 -3.928 2.833  0.112
135 H -1.392 -2.238 2.669  0.096
136 H 0.603 -3.120 1.779  0.111
137 H -0.039 -4.791 1.729  0.117
138 H -0.417 -2.715 4.935  0.126
139 H 1.099 -3.476 5.500  0.134
140 H 1.295 -1.530 3.161  0.105
141 H 1.427 -1.124 4.954  0.132
142 H 3.606 -1.703 3.664  0.115
143 H 3.338 -2.593 5.016  0.133
144 H 2.961 -3.313 2.053  0.109
145 H 3.920 -4.126 3.254  0.130
146 H 1.985 -5.478 2.681  0.114
147 H 2.216 -5.262 4.379  0.134
148 H -0.112 -6.193 3.681  0.106
149 H -1.366 -5.070 4.429  0.095
150 H 0.093 -5.455 5.355  0.110
151 C -3.386 -3.060 -5.263  -0.075
152 C -3.349 -2.201 -4.005  -0.242
153 C -4.312 -0.978 -4.028  -0.109
154 N -4.158 0.078 -2.907  -0.220
155 C -2.713 0.681 -3.028  -0.108
156 C -2.525 1.887 -2.196  -0.183
157 C -3.709 2.908 -2.274  -0.152
158 C -5.194 2.349 -2.300  -0.099
159 C -5.218 1.135 -3.323  -0.072
160 C -4.429 -0.517 -1.491  0.065
161 H -3.215 -2.384 -6.101  0.081
162 H -4.361 -3.486 -5.502  0.092
163 H -2.640 -3.853 -5.240  0.070
164 H -2.313 -1.893 -3.860  0.071
165 H -3.649 -2.815 -3.157  0.107
166 H -5.340 -1.340 -4.044  0.143
167 H -4.046 -0.400 -4.913  0.127
168 H -2.684 0.978 -4.077  0.138
169 H -2.025 -0.126 -2.777  0.112
170 H -1.550 2.318 -2.423  0.122
171 H -2.320 1.507 -1.195  0.096
172 H -3.511 3.514 -3.158  0.114
173 H -3.623 3.615 -1.449  0.085
174 H -5.833 3.211 -2.491  0.125
175 H -5.351 1.953 -1.297  0.091
176 H -5.120 1.418 -4.371  0.138
177 H -6.154 0.577 -3.298  0.128
178 H -5.298 -1.144 -1.695  0.115
179 H -4.487 0.208 -0.679  0.099
180 H -3.571 -1.143 -1.246  0.084
181 O 3.642 -0.319 1.397  0.041
182 C 3.890 0.602 2.342  -0.921
183 O 4.926 0.691 3.031  -0.050
184 O 2.998 1.253 2.856  -0.077
185 H 2.722 -0.333 1.126  0.020
186 O -0.062 0.934 0.727  0.081
187 C 0.515 0.108 -0.105  -0.881
188 O 1.221 -0.827 0.322  -0.038
189 O 0.369 0.335 -1.305  -0.015
190 H 0.279 0.416 1.460  0.092

=====

# 5
# C3H6BrClO

2 unconnected molecules or ions with the total composition C3H6BrClO at a distorted geometry (ωB97M-V/def2-TZVPD, OMol25).

**Relative energy (zero: lowest compared OMol25 entry of this formula, charge and spin)**: 53.9 kcal per mole
**Spin multiplicity**: 1
**Orbital gap**: 9.11 eV

Last column: Löwdin charge in e.
Element x y z (Å)
1 C -1.154 -1.205 -0.263  0.072
2 C 1.032 0.962 0.293  -0.447
3 C -0.254 0.433 1.061  -1.120
4 O 1.785 1.909 0.931  -0.045
5 Cl -0.049 -0.226 2.683  0.540
6 Br -1.553 1.863 1.061  0.653
7 H -0.829 -0.586 -1.101  0.017
8 H -0.561 -2.113 -0.011  0.037
9 H -2.121 -1.214 0.228  0.017
10 H 0.559 1.355 -0.635  0.097
11 H 1.561 0.008 0.016  0.130
12 H 1.040 2.503 1.083  0.050

=====

# 6
# C7H12N2

A molecular structure, C7H12N2 at a distorted geometry (ωB97M-V/def2-TZVPD, OMol25).

**Relative energy (zero: lowest compared OMol25 entry of this formula, charge and spin)**: 95.9 kcal per mole
**Spin multiplicity**: 1
**Orbital gap**: 8.93 eV

Last column: Löwdin charge in e.
Element x y z (Å)
1 C 1.116 1.598 -0.546  -0.071
2 C -0.491 -1.978 0.615  -0.075
3 C 0.303 0.438 -0.150  -0.181
4 C -1.485 0.736 -0.051  -0.358
5 C 0.274 -0.791 0.190  -0.169
6 N -2.248 0.278 -1.100  0.071
7 C 2.141 -1.218 0.138  -0.121
8 C -1.936 1.457 0.978  -0.010
9 N 3.144 -0.546 -0.257  0.034
10 H -1.744 0.152 -1.968  0.093
11 H -3.143 0.742 -1.230  0.094
12 H 4.041 -1.029 -0.114  0.048
13 H 2.281 -2.263 0.485  0.070
14 H 2.085 1.570 -0.033  0.065
15 H 0.639 2.548 -0.290  0.081
16 H 1.303 1.586 -1.623  0.089
17 H -1.554 -1.903 0.377  0.074
18 H -0.108 -2.865 0.104  0.079
19 H -0.393 -2.135 1.692  0.091
20 H -2.945 1.867 0.995  0.045
21 H -1.282 1.758 1.787  0.049

=====

Please write out number 6 again, unchanged.
# C7H12N2

A molecular structure, C7H12N2 at a distorted geometry (ωB97M-V/def2-TZVPD, OMol25).

**Relative energy (zero: lowest compared OMol25 entry of this formula, charge and spin)**: 95.9 kcal per mole
**Spin multiplicity**: 1
**Orbital gap**: 8.93 eV

Last column: Löwdin charge in e.
Element x y z (Å)
1 C 1.116 1.598 -0.546  -0.071
2 C -0.491 -1.978 0.615  -0.075
3 C 0.303 0.438 -0.150  -0.181
4 C -1.485 0.736 -0.051  -0.358
5 C 0.274 -0.791 0.190  -0.169
6 N -2.248 0.278 -1.100  0.071
7 C 2.141 -1.218 0.138  -0.121
8 C -1.936 1.457 0.978  -0.010
9 N 3.144 -0.546 -0.257  0.034
10 H -1.744 0.152 -1.968  0.093
11 H -3.143 0.742 -1.230  0.094
12 H 4.041 -1.029 -0.114  0.048
13 H 2.281 -2.263 0.485  0.070
14 H 2.085 1.570 -0.033  0.065
15 H 0.639 2.548 -0.290  0.081
16 H 1.303 1.586 -1.623  0.089
17 H -1.554 -1.903 0.377  0.074
18 H -0.108 -2.865 0.104  0.079
19 H -0.393 -2.135 1.692  0.091
20 H -2.945 1.867 0.995  0.045
21 H -1.282 1.758 1.787  0.049